(1)
{
  "formula": "C16H50F3O14Y",
  "method": "ωB97M-V/def2-TZVPD",
  "elements": ["Y", "O", "C", "C", "O", "H", "H", "H", "H", "C", "O", "O", "C", "F", "F", "F", "C", "C", "H", "H", "H", "H", "H", "H", "C", "O", "H", "H", "H", "H", "C", "O", "H", "H", "H", "H", "C", "O", "H", "H", "H", "H", "C", "O", "H", "H", "H", "H", "C", "O", "H", "H", "H", "H", "C", "O", "H", "H", "H", "H", "C", "O", "H", "H", "H", "H", "C", "O", "H", "H", "H", "H", "C", "O", "H", "H", "H", "H", "C", "O", "H", "H", "H", "H"],
  "coordinates": [[8.378400, -15.198600, 21.890990], [6.348310, -14.673520, 20.687620], [5.240290, -15.435310, 21.166290], [5.393170, -15.963600, 22.673320], [6.713400, -16.355120, 23.139790], [5.156120, -16.343320, 20.569180], [4.362100, -14.871980, 20.850800], [4.810180, -16.841510, 22.951710], [5.155580, -15.183060, 23.396090], [12.113100, -15.223040, 21.447820], [12.145490, -16.683490, 21.362180], [10.760180, -14.915950, 21.703690], [13.312100, -14.718280, 22.394450], [13.895740, -15.703460, 23.128570], [14.321080, -14.236230, 21.689510], [12.917570, -13.818450, 23.280030], [13.213740, -17.247080, 20.594300], [13.341610, -18.749100, 20.835370], [13.965270, -19.244070, 20.090960], [13.815000, -18.877090, 21.808820], [12.341000, -19.178450, 20.885820], [14.229110, -16.930830, 20.833290], [13.116550, -17.103820, 19.518140], [12.385090, -15.053730, 20.405970], [8.404290, -14.399190, 16.149610], [9.326210, -14.097630, 17.237180], [8.384890, -13.449770, 15.614520], [8.618500, -15.297270, 15.570240], [7.450990, -14.518530, 16.664460], [10.147350, -13.926480, 16.770250], [9.364070, -18.674480, 22.739380], [9.474880, -17.403710, 22.118670], [8.369320, -19.035130, 23.001110], [9.820250, -19.465190, 22.143750], [9.994040, -18.747430, 23.625910], [10.366400, -17.348270, 21.766930], [5.150640, -11.808180, 19.325170], [5.669860, -12.894050, 18.582900], [5.924130, -11.061220, 19.503660], [4.237610, -11.321660, 18.982020], [4.964180, -12.163830, 20.338510], [6.181210, -13.427910, 19.195360], [4.480650, -19.466640, 23.346410], [5.693880, -19.169110, 24.004320], [4.388480, -20.462550, 22.913070], [3.653980, -19.426960, 24.055730], [4.273960, -18.644760, 22.660930], [6.120650, -18.403630, 23.612510], [9.318770, -11.878300, 20.106900], [8.829130, -13.222010, 20.083030], [8.435860, -11.325830, 19.785420], [9.712250, -11.563990, 21.073580], [10.122070, -11.904530, 19.370610], [8.773920, -13.515250, 19.170590], [10.418180, -15.707740, 24.890550], [9.094220, -15.451150, 24.402820], [10.316920, -15.354370, 25.916700], [10.593280, -16.775510, 24.759030], [11.183710, -15.238370, 24.272680], [8.473260, -15.940570, 24.947320], [8.078690, -18.140190, 26.252710], [7.475800, -16.903630, 26.056480], [8.689300, -18.387440, 25.384300], [8.819440, -18.197920, 27.050230], [7.361850, -18.944900, 26.416030], [6.890780, -16.888250, 25.295480], [5.489020, -10.772680, 23.887840], [5.982210, -11.904100, 24.524940], [6.242530, -10.279780, 23.273540], [4.673260, -11.067130, 23.227590], [4.941170, -10.080660, 24.527420], [5.155850, -12.111990, 24.967100], [9.144210, -12.373060, 23.847800], [8.087110, -13.084710, 23.144370], [8.876470, -11.336940, 23.640740], [9.290450, -12.482250, 24.922410], [10.070820, -12.586740, 23.315040], [7.280960, -12.684830, 23.478760], [8.432860, -17.177280, 18.887700], [8.801500, -15.979130, 19.572920], [7.682320, -16.944640, 18.132280], [9.260820, -17.583320, 18.306580], [7.909550, -17.953330, 19.446250], [9.361490, -15.452060, 18.998280]],
  "forces_ev_per_angstrom": [[-0.731, 0.144, 0.309], [1.145, -0.769, 1.798], [1.565, -0.628, -0.114], [0.848, 0.748, 0.792], [0.832, 0.573, -2.045], [0.078, -0.536, -0.303], [-0.662, 0.061, 1.065], [-0.887, 0.330, -0.709], [-0.761, 0.475, -0.173], [-3.069, -1.360, -0.730], [1.086, -0.763, 0.512], [2.770, 0.247, 0.424], [-0.886, -1.373, 0.432], [-0.625, -0.350, -0.104], [0.256, 0.815, -0.886], [-0.313, 0.773, 0.092], [0.681, -0.923, -0.196], [-0.660, 0.387, 0.786], [-0.180, 0.117, -0.101], [-0.090, -0.254, 0.059], [0.064, -0.359, -0.186], [-0.188, 1.060, 0.349], [-0.557, 0.501, -0.162], [0.329, 1.445, -0.113], [-0.590, 1.124, 1.440], [0.296, -0.966, -0.492], [-0.389, -0.503, -0.789], [0.390, 0.200, 0.012], [-0.126, -0.053, -0.314], [0.389, 0.151, 0.431], [0.839, -1.072, 0.366], [-1.097, -0.527, 0.091], [-0.205, 0.812, -0.241], [-0.184, 0.050, -0.698], [-0.155, 0.495, 0.434], [0.746, 0.530, -0.228], [0.857, -0.428, 1.448], [-0.682, 0.914, -1.212], [0.080, 0.512, -0.409], [0.149, -0.419, -0.678], [-0.428, -0.114, 0.230], [-0.012, -0.742, 0.842], [-0.654, 1.010, 0.388], [0.272, -0.940, 0.440], [0.679, 0.053, -0.364], [-0.023, 0.052, 0.379], [-0.185, -0.562, -0.577], [0.062, 0.532, -0.374], [-0.464, -0.987, -1.091], [0.022, -0.878, 1.466], [0.531, 0.941, 0.067], [-0.286, -0.368, 0.006], [0.109, 0.916, 0.012], [-0.097, 0.179, -0.284], [-1.134, -0.344, -0.202], [0.727, 0.856, -1.908], [1.202, -0.321, 0.199], [0.259, -0.185, 0.649], [-0.425, 0.519, 0.256], [-0.460, -0.292, 0.471], [0.578, -1.424, -0.787], [0.163, 1.246, 1.081], [-0.145, -0.308, -0.312], [-0.381, 0.832, 0.471], [-0.124, 0.017, -0.053], [-0.354, -0.390, -0.635], [-1.054, 1.251, -1.838], [-0.257, 0.015, 0.803], [0.056, 0.058, 0.312], [0.093, -0.167, -0.658], [0.736, 0.352, 0.588], [0.454, -1.402, 0.685], [-0.129, 0.747, -1.493], [1.096, -0.364, 0.612], [0.477, 0.350, 0.328], [-0.564, -0.717, -0.071], [0.024, -0.163, 0.188], [-0.818, -0.361, 0.074], [-0.659, 0.294, -1.506], [-0.160, -1.008, 0.673], [-0.153, 0.371, -0.172], [0.279, -0.207, 0.463], [0.657, 0.371, 0.900], [0.129, 0.101, -0.217]],
  "lowdin_charge": [1.707, -0.416, -0.303, -0.278, -0.422, 0.080, 0.095, 0.060, 0.087, -0.307, -0.144, -0.284, -0.561, 0.117, 0.151, 0.150, -0.272, -0.066, 0.079, 0.077, 0.066, 0.112, 0.114, 0.137, -0.088, -0.147, 0.087, 0.083, 0.081, 0.085, -0.106, -0.193, 0.083, 0.081, 0.072, 0.051, -0.172, -0.137, 0.057, 0.076, 0.062, 0.011, -0.159, -0.127, 0.074, 0.074, 0.062, 0.017, -0.075, -0.203, 0.082, 0.077, 0.087, 0.035, -0.079, -0.211, 0.098, 0.074, 0.062, 0.021, -0.153, -0.109, 0.053, 0.087, 0.084, 0.058, -0.166, -0.102, 0.090, 0.081, 0.084, 0.100, -0.087, -0.206, 0.081, 0.092, 0.074, 0.041, -0.094, -0.202, 0.078, 0.089, 0.093, 0.061],
  "homo_lumo_gap_ev": 7.7194,
  "relative_energy_kcal_mol": 0.0,
  "multiplicity": 1
}

---

(2)
{
  "formula": "C16H51N3O8",
  "method": "ωB97M-V/def2-TZVPD",
  "elements": ["C", "O", "C", "C", "C", "N", "H", "H", "H", "H", "H", "H", "H", "H", "H", "H", "H", "C", "O", "C", "C", "C", "N", "H", "H", "H", "H", "H", "H", "H", "H", "H", "H", "H", "C", "O", "C", "C", "C", "N", "H", "H", "H", "H", "H", "H", "H", "H", "H", "H", "H", "C", "C", "O", "H", "H", "H", "H", "H", "H", "C", "C", "O", "H", "H", "H", "H", "H", "H", "O", "H", "H", "O", "H", "H", "O", "H", "H"],
  "coordinates": [[9.422827, 23.899865, -4.539461], [9.187672, 23.088094, -5.689873], [8.046890, 22.276799, -5.540520], [7.814957, 21.466994, -6.832408], [7.902227, 22.392258, -8.045340], [6.533853, 20.743594, -6.782978], [8.550056, 24.546688, -4.409395], [10.285291, 24.516270, -4.780034], [9.586193, 23.351137, -3.609480], [8.243260, 21.569503, -4.722750], [7.160984, 22.845733, -5.233772], [8.572825, 20.682002, -6.895742], [8.902000, 22.802688, -8.192792], [7.175989, 23.199243, -7.947649], [7.719329, 21.792589, -8.940124], [6.496430, 20.134937, -7.594185], [5.777240, 21.407622, -6.927295], [11.266163, 16.435642, -5.855946], [11.306514, 15.052989, -5.591054], [12.590047, 14.484216, -5.393602], [13.249103, 14.074088, -6.718122], [12.400280, 13.064491, -7.464988], [14.566695, 13.490051, -6.426620], [12.085454, 16.976224, -5.364259], [10.378720, 16.844093, -5.371148], [11.310693, 16.641078, -6.927962], [13.241347, 15.208248, -4.888976], [12.412709, 13.610967, -4.763933], [13.329244, 14.953034, -7.362163], [11.456317, 13.497084, -7.787363], [12.197440, 12.164773, -6.876830], [12.969985, 12.709592, -8.327308], [15.098730, 14.110224, -5.827402], [14.429765, 12.625279, -5.915667], [8.848793, 15.718142, -2.151378], [8.162234, 16.630803, -2.982167], [9.014892, 17.665952, -3.429529], [8.197755, 18.763421, -4.107007], [7.427060, 19.634625, -3.132459], [7.235208, 18.224889, -5.081679], [9.597789, 15.181943, -2.743340], [8.133328, 15.014287, -1.731613], [9.331867, 16.238813, -1.316599], [9.476280, 18.147432, -2.556625], [9.814161, 17.238973, -4.045590], [8.926142, 19.339255, -4.700210], [6.885052, 20.440223, -3.622791], [8.141888, 20.100357, -2.445212], [6.770237, 18.994000, -2.545266], [7.703903, 17.866167, -5.910938], [6.702567, 18.994589, -5.489532], [12.088259, 19.521336, -2.618828], [13.439023, 19.199932, -3.240500], [13.285984, 18.106443, -4.129386], [11.439774, 20.044260, -3.327818], [12.215626, 20.156817, -1.741041], [11.551350, 18.620286, -2.327634], [14.116041, 18.942063, -2.417164], [13.848854, 20.064405, -3.770959], [13.973932, 18.168102, -4.809259], [11.626452, 20.044073, -5.503240], [12.292490, 21.412452, -5.375659], [11.745826, 22.379993, -6.264891], [11.500985, 19.797156, -6.557511], [10.673775, 19.951821, -4.979399], [12.290389, 19.318660, -5.026884], [13.356817, 21.305569, -5.591977], [12.200618, 21.823639, -4.363981], [10.798602, 22.493197, -6.058924], [15.147071, 18.150807, -6.265151], [16.087325, 17.954277, -6.200889], [15.050147, 18.643805, -7.086311], [13.347373, 23.377311, -8.479431], [13.053236, 22.982609, -7.645152], [13.907862, 22.712623, -8.888741], [13.361265, 24.615645, -5.154354], [12.953101, 25.392279, -5.546986], [12.965588, 23.868555, -5.625579]],
  "forces_ev_per_angstrom": [[-0.383, 0.491, -0.557], [0.103, 0.222, 0.356], [-0.002, -1.442, 0.249], [-0.044, 0.537, -0.047], [0.481, -0.562, -0.203], [-0.002, 0.458, 0.114], [0.069, 0.084, 0.167], [0.086, -0.037, 0.171], [0.066, -0.325, -0.149], [-0.141, 0.064, -0.045], [-0.008, 0.269, -0.323], [0.231, 0.169, 0.028], [-0.070, 0.184, 0.250], [-0.024, 0.040, -0.170], [-0.320, 0.171, -0.054], [-0.013, -0.083, 0.054], [-0.041, -0.011, 0.123], [0.615, 0.235, 0.271], [-0.231, -0.161, 0.319], [-0.455, 0.583, -0.717], [-0.265, -0.508, 0.788], [0.346, -0.358, -0.290], [-0.069, 0.262, -0.440], [-0.051, -0.347, -0.219], [-0.003, -0.261, -0.980], [-0.251, 0.086, -0.090], [-0.008, -0.097, 0.209], [0.266, -0.100, 0.024], [0.389, 0.086, 0.111], [-0.026, -0.028, 0.021], [-0.086, 0.153, 0.239], [-0.155, 0.153, -0.146], [0.042, -0.020, 0.024], [0.052, -0.030, 0.020], [-0.005, 0.198, -0.226], [-0.080, 0.086, 0.233], [-0.695, 0.014, 0.713], [-0.171, -0.223, -1.523], [0.812, -0.177, 0.503], [-0.276, -0.118, -0.471], [0.123, -0.107, 0.160], [-0.089, -0.012, -0.164], [0.127, -0.002, 0.000], [0.223, -0.099, 0.023], [-0.346, 0.368, 0.325], [0.060, 0.363, 0.595], [-0.229, -0.222, -0.075], [-0.101, 0.041, 0.072], [-0.209, 0.129, -0.074], [0.252, -0.380, 0.322], [0.019, 0.057, 0.473], [-0.214, 0.463, -0.049], [-0.134, -0.118, 0.861], [0.661, -0.320, 0.415], [0.186, -0.113, 0.617], [0.015, -0.044, 0.027], [0.272, -0.148, 0.106], [0.182, -0.031, -0.237], [0.027, 0.029, 0.155], [0.093, -0.191, 0.011], [0.481, 0.261, -0.169], [-0.743, -0.137, 0.130], [0.472, 0.020, -0.219], [-0.029, -0.015, -0.075], [-0.047, 0.321, -0.391], [-0.678, 0.124, -0.822], [0.008, 0.219, -0.181], [0.178, -0.265, 0.138], [0.005, 0.084, -0.183], [0.100, 0.046, -0.078], [-0.014, -0.024, 0.046], [-0.070, -0.013, 0.014], [0.134, -0.053, 0.060], [-0.283, 0.016, -0.202], [0.006, 0.040, -0.019], [-0.011, -0.054, 0.142], [0.072, -0.001, -0.087], [-0.178, 0.116, -0.007]],
  "lowdin_charge": [-0.062, -0.230, -0.193, -0.412, -0.052, 0.032, 0.094, 0.089, 0.098, 0.097, 0.135, 0.132, 0.078, 0.086, 0.079, 0.083, 0.082, -0.101, -0.182, -0.200, -0.445, -0.068, 0.033, 0.064, 0.054, 0.094, 0.115, 0.128, 0.135, 0.077, 0.081, 0.077, 0.061, 0.069, -0.100, -0.174, -0.212, -0.430, -0.055, 0.047, 0.086, 0.087, 0.086, 0.105, 0.085, 0.092, 0.060, 0.080, 0.089, 0.070, 0.027, -0.070, -0.290, -0.144, 0.036, 0.086, 0.070, 0.115, 0.106, 0.039, -0.081, -0.280, -0.122, 0.097, 0.047, 0.027, 0.117, 0.118, 0.056, -0.029, 0.062, 0.060, -0.061, -0.013, 0.027, -0.061, 0.036, -0.017],
  "homo_lumo_gap_ev": 8.6504,
  "smiles": "COC[C@H](C)N.COC[C@H](C)N.COC[C@H](C)N.CCO.CCO.O.O.O",
  "relative_energy_kcal_mol": 7.3,
  "multiplicity": 1
}